# C16H64N32O16

A 16-piece molecular cluster, C16H64N32O16 overall at a distorted geometry (ωB97M-V/def2-TZVPD, the OMol25 dataset).

Output
Gap between HOMO and LUMO = 9.0516 eV
Energy relative to the best compared isomer or geometry (same formula, charge and spin) = 1101.5 kJ/mol
HOMO energy = -9.188 eV
Multiplicity = 1
E_LUMO = -0.14 eV
Charge = 0

Element x y z (Å)
C  1.885  4.941  -2.305
O  1.435  3.821  -2.189
N  3.116  5.232  -2.469
N  1.197  6.024  -2.357
H  3.758  4.452  -2.458
H  3.489  6.127  -2.751
H  0.226  5.953  -2.089
H  1.744  6.860  -2.503
C  -2.810  5.235  2.763
O  -1.725  4.896  2.343
N  -3.585  4.608  3.629
N  -3.539  6.167  2.257
H  -3.287  3.716  3.996
H  -4.390  5.033  4.067
H  -3.082  6.734  1.557
H  -4.408  6.404  2.714
C  -4.043  -5.660  1.547
O  -3.421  -6.362  0.796
N  -4.455  -6.050  2.755
N  -4.211  -4.396  1.456
H  -4.092  -6.935  3.078
H  -4.976  -5.452  3.380
H  -3.927  -3.804  0.689
H  -4.748  -3.874  2.134
C  0.900  -5.285  -0.570
O  1.986  -5.054  -1.014
N  -0.211  -5.165  -1.157
N  0.656  -5.758  0.604
H  -0.238  -5.022  -2.156
H  -1.055  -5.541  -0.748
H  1.456  -5.948  1.190
H  -0.270  -6.077  0.850
C  -0.220  1.526  6.150
O  -1.365  1.244  5.954
N  0.579  1.085  7.093
N  0.446  2.203  5.280
H  0.205  0.463  7.795
H  1.556  1.328  7.012
H  -0.072  2.718  4.582
H  1.446  2.062  5.309
C  -5.553  0.561  2.061
O  -6.325  0.803  3.002
N  -5.857  0.715  0.808
N  -4.414  0.012  2.324
H  -5.169  0.708  0.068
H  -6.777  1.081  0.605
H  -3.871  -0.324  1.542
H  -4.114  -0.132  3.278
C  6.164  1.577  -0.009
O  4.979  1.469  -0.256
N  6.613  1.896  1.185
N  7.106  1.531  -0.884
H  6.087  1.662  2.015
H  7.607  2.072  1.219
H  6.834  1.082  -1.747
H  8.055  1.501  -0.541
C  4.082  -1.382  4.410
O  4.276  -0.198  4.350
N  4.702  -2.221  5.162
N  3.264  -1.914  3.595
H  4.609  -3.226  5.190
H  5.299  -1.793  5.855
H  2.931  -2.866  3.641
H  3.028  -1.233  2.888
C  -1.184  -3.297  -6.555
O  -1.425  -3.840  -5.514
N  -2.006  -2.787  -7.410
N  0.055  -3.228  -6.944
H  -2.887  -3.273  -7.322
H  -1.736  -2.382  -8.295
H  0.785  -3.380  -6.263
H  0.232  -2.747  -7.815
C  -3.862  3.765  -2.594
O  -3.763  3.244  -3.721
N  -2.981  3.809  -1.627
N  -5.006  4.371  -2.159
H  -3.148  4.449  -0.864
H  -2.032  3.486  -1.748
H  -5.089  4.588  -1.176
H  -5.810  4.304  -2.766
C  -1.030  -4.172  5.237
O  -0.744  -5.314  5.167
N  -0.875  -3.332  4.228
N  -1.351  -3.493  6.340
H  -0.738  -3.781  3.333
H  -1.008  -2.335  4.321
H  -1.264  -2.489  6.286
H  -1.324  -3.962  7.234
C  4.996  -4.206  -4.724
O  5.706  -4.292  -5.728
N  3.892  -4.890  -4.638
N  5.234  -3.496  -3.641
H  3.552  -5.542  -5.330
H  3.546  -4.820  -3.692
H  4.723  -3.701  -2.794
H  5.981  -2.822  -3.727
C  2.955  1.209  -5.874
O  3.371  0.676  -6.908
N  3.610  1.217  -4.772
N  1.713  1.670  -5.892
H  4.586  0.991  -4.901
H  3.235  1.653  -3.942
H  1.227  1.568  -6.772
H  1.273  2.034  -5.059
C  -0.331  -0.550  -0.472
O  -1.354  -1.102  -0.200
N  0.518  -0.788  -1.410
N  0.048  0.501  0.215
H  0.700  -1.704  -1.794
H  1.383  -0.269  -1.354
H  0.844  1.034  -0.106
H  -0.584  0.780  0.953
C  -6.000  -1.525  -2.935
O  -6.162  -2.738  -2.814
N  -6.964  -0.657  -3.117
N  -4.832  -0.892  -3.216
H  -6.736  0.284  -3.402
H  -7.895  -1.027  -2.990
H  -4.043  -1.495  -3.404
H  -4.788  0.105  -3.368
C  3.491  5.517  2.775
O  3.004  6.613  2.721
N  3.008  4.533  2.091
N  4.475  5.265  3.559
H  2.240  4.837  1.510
H  3.495  3.652  2.006
H  4.869  4.335  3.579
H  4.698  6.002  4.212

---

# C16H66BeO28

C16H66BeO28 as an isolated structure at a distorted geometry (ωB97M-V/def2-TZVPD, the OMol25 dataset).

Output
Gap between HOMO and LUMO = 8.6251 eV
HOMO energy = -9.599 eV
Multiplicity = 1
E_LUMO = -0.97 eV
Charge = 0

Element x y z (Å)
Be  -0.037  0.018  -0.682
C  4.009  0.448  -2.790
C  2.802  0.226  -1.933
O  2.500  -0.885  -1.494
O  2.129  1.227  -1.651
H  3.784  0.503  -3.855
H  4.781  -0.294  -2.587
H  4.538  1.327  -2.422
C  -4.162  -0.479  1.362
C  -2.894  -0.212  0.555
O  -1.930  0.311  1.130
O  -2.786  -0.420  -0.631
H  -5.032  -0.163  0.785
H  -4.140  -0.030  2.355
H  -4.394  -1.531  1.531
O  -4.420  -2.086  -2.023
H  -3.892  -1.634  -1.366
H  -4.324  -1.556  -2.814
O  3.655  2.857  0.562
H  4.537  3.124  0.306
H  3.324  2.367  -0.191
O  0.967  -1.340  1.186
H  1.101  -0.810  1.972
H  1.126  -2.239  1.473
O  -0.788  2.301  -1.483
H  -0.180  2.992  -1.748
H  -1.613  2.757  -1.319
O  -2.429  -4.151  -1.248
H  -2.843  -4.812  -0.693
H  -3.141  -3.559  -1.488
O  0.602  5.328  -1.583
H  1.397  5.521  -1.084
H  0.831  4.565  -2.113
O  3.625  0.257  2.211
H  4.022  -0.605  2.081
H  4.111  0.836  1.624
O  -0.302  -2.290  -1.435
H  -1.091  -2.826  -1.353
H  0.329  -2.860  -1.876
O  1.511  -0.594  3.870
H  1.860  -1.475  4.006
H  2.167  -0.157  3.327
O  -3.376  2.770  1.330
H  -3.279  3.494  0.712
H  -2.661  2.171  1.114
O  -4.201  1.864  -2.053
H  -4.702  1.294  -2.637
H  -3.831  1.272  -1.398
O  3.092  -3.781  -2.429
H  2.208  -3.959  -2.752
H  3.061  -2.870  -2.137
C  -1.636  -0.194  -4.036
C  -1.978  -1.638  -4.479
O  -3.389  -1.831  -4.831
O  -0.336  -0.074  -3.386
H  -2.411  0.158  -3.355
H  -1.579  0.419  -4.935
H  -1.714  -2.409  -3.755
H  -1.239  -1.968  -5.210
H  -3.325  -2.109  -5.747
H  0.270  -0.243  -4.111
C  -2.160  -3.524  3.067
C  -3.497  -3.837  3.727
O  -4.099  -2.644  4.184
O  -1.189  -3.155  3.993
H  -2.364  -2.737  2.341
H  -1.784  -4.233  2.330
H  -3.551  -4.454  4.624
H  -4.143  -4.272  2.963
H  -3.407  -2.375  4.792
H  -1.618  -2.539  4.591
C  5.563  -2.809  0.372
C  6.766  -3.145  1.280
O  7.810  -2.121  1.199
O  4.685  -1.838  0.968
H  5.077  -3.756  0.140
H  5.913  -2.399  -0.575
H  7.200  -4.105  1.001
H  6.600  -3.275  2.350
H  7.594  -1.457  1.859
H  3.874  -1.762  0.461
C  0.672  3.752  2.183
C  0.251  2.287  2.148
O  1.022  1.631  1.203
O  2.030  3.820  2.605
H  0.036  4.343  2.842
H  0.523  4.082  1.155
H  -0.820  2.367  1.958
H  0.455  1.781  3.092
H  1.938  1.816  1.424
H  2.558  3.753  1.806
C  -2.893  0.870  4.475
C  -1.828  -0.212  4.587
O  -2.245  -1.252  5.498
O  -2.764  1.859  5.489
H  -3.934  0.547  4.455
H  -2.803  1.492  3.584
H  -0.860  0.215  4.847
H  -1.737  -0.710  3.622
H  -1.768  -1.094  6.316
H  -3.615  2.293  5.587
C  1.122  3.185  -4.796
C  -0.041  3.904  -5.461
O  -1.240  3.173  -5.523
O  1.257  3.297  -3.363
H  2.067  3.575  -5.175
H  1.140  2.153  -5.147
H  0.235  4.191  -6.476
H  -0.129  4.905  -5.040
H  -1.768  3.643  -4.874
H  1.587  2.446  -3.065

---

# C16H6Br5F6NO3PSV

C16H6Br5F6NO3PSV as an isolated structure at a distorted geometry (ωB97M-V/def2-TZVPD, the OMol25 dataset).

Output
Gap between HOMO and LUMO (spin up / spin down) = 6.7076 / 7.2021 eV
Energy relative to the best compared isomer or geometry (same formula, charge and spin) = 0.0 kJ/mol
HOMO energy (spin up / spin down) = -5.891 / -5.858 eV
Multiplicity = 2
E_LUMO (spin up / spin down) = 0.82 / 1.34 eV
Charge = -1

Element x y z (Å)
V  -1.335  -0.433  -0.123
Br  -1.221  -0.257  2.600
C  0.671  -0.256  2.738
C  1.235  -0.227  3.974
C  2.644  -0.201  4.076
C  3.409  -0.204  2.946
C  2.813  -0.251  1.661
C  3.598  -0.283  0.482
C  2.998  -0.362  -0.737
C  1.584  -0.407  -0.850
C  0.769  -0.360  0.256
C  1.400  -0.284  1.533
H  0.615  -0.222  4.862
H  3.106  -0.177  5.056
H  4.492  -0.175  3.016
H  4.679  -0.253  0.571
H  3.602  -0.400  -1.637
H  1.159  -0.499  -1.843
Br  -1.167  5.802  -3.025
C  -1.206  3.938  -2.732
C  -1.312  3.054  -3.809
Br  -1.413  3.689  -5.583
C  -1.343  1.676  -3.566
Br  -1.466  0.386  -4.932
C  -1.273  1.205  -2.275
O  -1.285  -0.102  -1.911
C  -1.169  2.081  -1.194
O  -1.099  1.496  -0.011
C  -1.131  3.447  -1.425
Br  -0.986  4.545  0.096
O  -5.475  0.417  0.580
S  -4.421  0.166  -0.384
N  -3.094  -0.267  0.106
F  -1.129  -2.489  -0.856
P  -1.193  -3.812  0.239
F  -0.037  -4.505  -0.608
F  -1.282  -5.015  1.280
F  -0.096  -3.039  1.124
F  -2.301  -4.456  -0.710
F  -2.339  -2.964  1.013

---

# C16H6Br6NO3Ru

C16H6Br6NO3Ru as an isolated structure at a distorted geometry (ωB97M-V/def2-TZVPD, the OMol25 dataset).

Output
Gap between HOMO and LUMO (spin up / spin down) = 4.2273 / 4.2429 eV
HOMO energy (spin up / spin down) = -10.997 / -11.061 eV
Multiplicity = 1
E_LUMO (spin up / spin down) = -6.77 / -6.82 eV
Charge = +1

Element x y z (Å)
Ru  0.306  -0.802  0.000
C  -1.906  1.777  0.000
C  -0.481  2.195  0.000
C  -0.139  3.559  0.000
C  1.171  3.967  0.000
C  2.187  2.992  0.000
C  3.589  3.244  0.000
Br  4.217  5.015  0.000
C  4.508  2.213  0.000
C  4.096  0.885  0.000
Br  5.325  -0.533  0.000
C  2.720  0.554  0.000
O  2.262  -0.634  0.000
C  1.774  1.646  0.000
N  0.470  1.259  0.000
H  -2.569  2.634  0.000
H  -2.115  1.168  0.881
H  -2.115  1.168  -0.881
H  -0.934  4.288  0.000
H  1.417  5.019  0.000
H  5.561  2.440  0.000
Br  -3.213  -6.787  0.000
C  -2.739  -4.975  0.000
C  -3.747  -3.994  0.000
Br  -5.550  -4.493  0.000
C  -3.410  -2.638  0.000
Br  -4.714  -1.287  0.000
C  -2.066  -2.255  0.000
O  -1.647  -1.044  0.000
C  -1.011  -3.261  0.000
O  0.169  -2.784  0.000
C  -1.384  -4.619  0.000
Br  -0.032  -5.917  0.000

---

# C16H7BrCl5HgN3O4

C16H7BrCl5HgN3O4 as an isolated structure at a distorted geometry (ωB97M-V/def2-TZVPD, the OMol25 dataset).

Output
Gap between HOMO and LUMO (spin up / spin down) = 6.5686 / 8.0665 eV
Energy relative to the best compared isomer or geometry (same formula, charge and spin) = 25.5 kJ/mol
HOMO energy (spin up / spin down) = -4.425 / -6.652 eV
Multiplicity = 2
E_LUMO (spin up / spin down) = 2.14 / 1.42 eV
Charge = -1

Element x y z (Å)
Hg  -2.124  -1.619  -0.977
Cl  -1.772  -0.919  -4.465
C  -1.040  0.238  -3.387
C  -1.377  0.245  -2.032
C  -0.687  1.258  -1.335
Cl  -1.376  1.617  0.281
C  0.349  2.074  -1.719
Cl  1.350  3.036  -0.622
C  0.633  1.996  -3.099
Cl  1.950  2.822  -3.717
C  -0.075  1.122  -3.919
Cl  0.308  1.155  -5.610
O  -3.834  0.904  4.419
C  -2.542  0.710  4.510
O  -1.791  1.185  5.354
C  -1.942  -0.340  3.590
C  -0.653  -0.774  3.757
N  -0.407  -1.637  2.681
N  -1.472  -1.786  1.874
C  -2.424  -0.971  2.358
C  -3.777  -0.898  1.692
O  -4.670  -0.255  2.370
O  -4.003  -1.427  0.571
H  -4.191  0.445  3.505
H  0.135  -0.473  4.445
H  0.426  -2.081  2.435
Br  5.671  0.716  0.578
C  4.123  -0.067  -0.289
C  4.266  -0.253  -1.674
C  3.172  -0.742  -2.410
C  2.008  -0.991  -1.727
C  1.982  -0.776  -0.333
N  3.043  -0.332  0.384
H  5.207  -0.050  -2.171
H  3.325  -1.005  -3.432
H  1.135  -1.399  -2.215
H  1.077  -0.724  0.330

---

# C16H7Cl5FeN6OS

C16H7Cl5FeN6OS as an isolated structure at a distorted geometry (ωB97M-V/def2-TZVPD, the OMol25 dataset).

Output
Gap between HOMO and LUMO (spin up / spin down) = 5.9842 / 6.0674 eV
Energy relative to the best compared isomer or geometry (same formula, charge and spin) = 27.9 kJ/mol
HOMO energy (spin up / spin down) = -1.827 / -1.912 eV
Multiplicity = 5
E_LUMO (spin up / spin down) = 4.16 / 4.16 eV
Charge = -2

Element x y z (Å)
Fe  -0.215  -0.359  -1.210
N  -4.269  1.746  -0.099
C  -3.205  0.873  -0.223
S  -2.683  0.608  -1.832
N  -2.743  0.359  0.877
N  -1.641  -0.445  0.784
C  -1.354  -1.053  1.887
C  -0.298  -1.990  2.110
C  -0.141  -2.518  3.396
C  0.856  -3.417  3.706
C  1.754  -3.811  2.712
C  1.633  -3.320  1.438
C  0.600  -2.415  1.070
O  0.502  -2.016  -0.137
H  -4.775  1.863  -0.962
H  -4.824  1.635  0.734
H  -1.999  -0.852  2.753
H  -0.821  -2.201  4.179
H  0.940  -3.819  4.709
H  2.553  -4.508  2.948
H  2.330  -3.602  0.657
Cl  -0.079  2.652  -2.589
C  1.091  2.628  -1.314
C  1.253  1.423  -0.614
C  2.208  1.502  0.406
Cl  2.525  0.078  1.338
C  2.935  2.647  0.717
Cl  4.071  2.679  2.022
C  2.723  3.807  -0.014
Cl  3.591  5.248  0.362
C  1.798  3.793  -1.050
Cl  1.549  5.226  -1.977
N  -2.701  -0.116  -7.065
C  -1.840  -0.312  -6.313
N  -0.788  -0.577  -5.638
C  -0.496  -0.651  -4.420
N  -0.039  -0.785  -3.350

---

DFT total energy in Eh, matching the order above: -3604.442741; -2770.579002; -16046.950722; -16432.456755; -6107.621213; -4980.659926